A structure of composition C4H7N4O2 in a non-equilibrium geometry. Source: OMol25; level of theory: ωB97M-V/def2-TZVPD.

CARTESIAN COORDINATES (ANGSTROEM)
H 0.48971 -0.23269 -1.13195
O -1.14935 2.26930 3.09432
H 0.92641 -2.64045 -0.82562
N -1.03940 1.10734 3.26169
C -0.63920 0.28020 2.08614
O -1.26408 0.45990 4.22641
H -0.41406 -3.17470 -0.18483
N -0.37152 -0.91115 1.83396
C -0.51114 2.37350 0.18896
C 0.37007 -2.51470 0.10971
C 0.14938 -0.04036 -0.20739
H 0.85007 -3.13264 1.00639
N 0.07147 -1.16773 0.59247
N -0.21385 1.03596 0.41115
H 0.13730 3.05891 0.61924
H -1.57646 2.66968 0.61698
H -0.40475 2.62243 -0.81522

Computed properties:
HOMO   -0.555 Eh
Total charge   +1
ΔE to the lowest compared entry with this formula, charge and spin   112.6 kcal per mole
Strongest force on any atom   0.1057 hartree/bohr
Orbital gap   9.9 eV

A structure of composition C26H60BBr2NNbO8 in a non-equilibrium geometry. Source: OMol25; level of theory: ωB97M-V/def2-TZVPD.

CARTESIAN COORDINATES (ANGSTROEM)
H 2.17745 -1.58421 -5.61901
Nb -1.22917 -0.27487 1.34031
H -7.11798 0.15914 0.15337
H -1.33378 -4.40705 -0.77807
H 2.52721 1.03983 -0.95744
H 1.76600 4.66562 2.66277
H 1.87280 2.80002 -1.57080
H 1.91510 1.32513 -2.74282
H -4.08220 -1.03641 3.28969
O 0.85469 -2.48970 0.92912
H -3.20514 1.39868 1.84643
H -0.79066 6.61483 3.37510
H -6.14701 -1.57136 -1.31726
C -3.70184 -2.11761 2.96071
C 0.16650 1.15557 -1.29044
Br -0.92267 2.04284 -2.76993
H 2.49646 -3.30117 -0.17209
H -1.38607 -1.13016 -0.24470
H 1.83939 3.87337 6.69234
H 1.73741 -0.46987 1.15007
C 0.58462 -3.20044 -1.45974
H 3.06752 5.80549 7.44611
H -3.78920 -2.78053 3.94958
C -0.12891 5.90378 3.88150
C 4.06720 -3.34108 -4.27168
H 2.05656 4.90293 5.29635
O 1.51506 -5.58551 -6.84965
H -1.24164 -3.97045 2.24746
H 1.18761 -3.44291 -2.45734
C 3.66361 -4.80844 -7.70109
H 0.07828 -5.35601 -8.33949
C -0.35320 1.54700 0.21502
C 1.39018 8.20048 7.56447
C -1.41263 0.00786 4.63263
H -4.66872 1.54897 0.06105
H 1.05693 9.07753 6.99786
H 1.41781 -3.30487 -7.34033
H 2.20932 8.49509 8.22506
H 2.95012 5.97662 2.73047
H -0.50902 -5.36290 -6.67121
H 4.48762 -5.14923 -8.33756
C -6.36943 -0.56181 0.71390
C -3.72931 0.82619 -0.08346
B -2.08558 -2.09042 2.52168
H -4.54222 -0.02712 -2.03463
H 2.14802 -1.86598 -8.01007
H -4.36484 -2.55866 2.08074
N -3.22951 0.50607 1.30560
H 1.52078 6.15104 1.68369
O -1.28020 -3.24876 2.95494
C -0.49350 5.83790 5.36911
C -5.43595 -1.33359 -0.38862
C 1.54575 4.83564 6.25870
H -5.79126 -0.05849 1.59786
H -0.24355 -2.41121 -1.78204
O 3.31398 -3.50795 -8.19210
H -0.00944 -5.44706 -1.67363
H -7.05638 -1.40095 1.21285
H -0.56565 1.83510 3.55608
H 4.06741 -4.74842 -6.68872
H -5.07804 -2.40619 -0.00871
H -1.57101 5.65056 5.43875
H 1.43596 5.84834 8.15817
H 1.09577 -1.32159 2.70765
H -0.26140 4.91421 3.43318
C 0.21160 -5.81789 -7.36042
H 0.32195 -4.96457 0.12428
C -0.97882 0.75228 3.39607
H 4.19017 -4.31618 -3.80200
H 0.08773 -0.01612 -1.48765
H 3.85325 -1.82713 -6.17423
H 1.93636 -1.50155 -0.76036
C 1.62009 -2.54075 -0.32589
H -0.31857 6.78790 5.87467
C 2.54072 -5.84635 -7.80684
C 1.88880 5.75023 2.63617
C 2.00219 5.93441 7.22496
C 2.87783 -2.30772 -6.05022
H -2.42612 0.33180 5.15146
H -3.32363 -1.22320 -1.23770
C 1.73686 1.61665 -1.59901
H 4.98574 -3.10238 -4.81156
O 2.95336 -3.41263 -5.14868
H -1.17995 2.40494 0.14882
C -4.18319 -0.46378 -0.98332
H 0.02024 -6.89238 -7.41543
H 0.54344 7.83454 8.14653
O 1.84399 7.22559 6.63842
H -0.85688 -0.91447 5.09249
Br 1.17101 2.41476 1.25759
O 0.12550 4.75757 6.08148
C -0.17009 -4.56987 -0.88071
H -2.96917 1.45085 -0.74550
H 2.94331 -6.84194 -7.58964
C 0.87527 -1.15461 1.54648
C 2.36125 -2.76418 -7.41953
O 1.20815 6.37622 3.71308
H 2.14409 -5.84192 -8.82741
H 3.87757 -2.59087 -3.49417

Computed properties:
HOMO   -0.151 Eh
Total charge   -1
Strongest force on any atom   0.0797 hartree/bohr
Orbital gap   6.1 eV

A structure of composition C4H4BrIN3O2 in a non-equilibrium geometry. Source: OMol25; level of theory: ωB97M-V/def2-TZVPD.

CARTESIAN COORDINATES (ANGSTROEM)
C 0.16596 0.81272 0.62592
N -3.14551 -0.27979 0.27967
C 3.78789 -0.17635 -1.47876
H -1.63292 1.83832 0.80104
Br 1.38756 2.18696 0.79446
N 0.46731 -0.46079 0.62216
C -0.67000 -1.15411 0.40420
C -1.69616 -0.22676 0.41304
O -3.65272 -1.35676 0.18974
O -3.65426 0.79553 0.25045
H 3.39817 -0.85875 -2.25917
H -0.68910 -2.23476 0.01766
I 3.12504 -0.79745 0.29504
H 3.92743 0.90637 -1.54679
N -1.11869 1.00561 0.59134

Computed properties:
HOMO (alpha / beta)   -0.495 / -0.494 Eh
Total charge   +1
Strongest force on any atom   0.0538 hartree/bohr
Orbital gap (alpha / beta)   6.6 / 6.6 eV

Computed values of M (unit: u) for the preceding records, in sequence: 143.13, 778.29, 332.90.
Computed values of electronic energy (unit: eV) for the preceding records, in sequence: -14302.97807, -188100.63485, -90907.87052.